[1]
{"formula": "C5H9N3", "method": "ωB97M-V/def2-TZVPD", "symbols": ["C", "C", "C", "C", "C", "H", "H", "H", "H", "H", "H", "H", "H", "H", "N", "N", "N"], "coordinates": [[-0.72790, -0.69368, 1.53038], [-0.14147, 0.92826, -1.36892], [0.88662, 1.34696, -0.27754], [0.84606, -0.23210, -0.04350], [0.72266, -0.32079, -1.70212], [0.00449, -1.32067, 3.39434], [-1.91860, -1.25144, 1.59453], [-1.70932, -0.04234, -1.31796], [-0.87216, 1.62100, -2.02976], [1.81445, 1.59820, -0.50153], [0.50731, 2.20279, 0.47715], [1.53594, -1.09940, 0.36914], [0.28918, -1.19005, -2.15570], [1.55974, 0.02601, -2.30256], [0.23102, -0.51806, 2.30482], [-0.58267, -0.77950, 0.16508], [-1.18076, 0.33813, -0.52098]], "gap_ev": 9.83, "e_above_lowest_kj_mol": 744.7, "lumo_ha": 0.0295, "max_force_ha_per_bohr": 0.133, "homo_energy_ha": -0.33158, "energy_ha": -359.9136}



[2]
{"formula": "C5H9N3", "method": "ωB97M-V/def2-TZVPD", "symbols": ["N", "C", "C", "C", "C", "N", "C", "N", "H", "H", "H", "H", "H", "H", "H", "H", "H"], "coordinates": [[2.14960, -1.30872, 0.93018], [1.98344, 0.08864, 0.78515], [1.30197, 0.58976, -0.44883], [-0.19239, 0.45647, -0.49451], [-1.21293, 1.05919, -1.11262], [-2.45929, 0.40642, -0.67121], [-2.12184, -0.47106, 0.26267], [-0.69733, -0.38916, 0.42818], [1.84659, -2.02713, 0.15145], [3.02353, -1.58988, 1.26733], [1.54241, 0.63968, 1.62188], [2.93372, 0.67056, 0.81500], [1.62391, 1.56738, -0.92859], [1.66398, 0.00180, -1.40103], [-1.14946, 1.74386, -1.95481], [-2.83514, -1.16160, 0.59768], [-0.14993, -1.14246, 1.06994]], "gap_ev": 9.29, "e_above_lowest_kj_mol": 187.4, "lumo_ha": 0.0300, "max_force_ha_per_bohr": 0.116, "homo_energy_ha": -0.31148, "smiles": "NCCc1cnc[nH]1", "energy_ha": -360.1259}



[3]
{"formula": "C5H9N3", "method": "ωB97M-V/def2-TZVPD", "symbols": ["H", "N", "C", "N", "N", "C", "C", "C", "C", "H", "H", "H", "H", "H", "H", "H", "H"], "coordinates": [[2.22763, -1.51276, -0.25328], [2.43061, -0.76168, -0.88760], [1.84200, 0.30257, -0.60856], [0.82893, 0.54337, 0.33776], [0.24344, 1.82488, 0.54196], [0.05801, -0.57164, 0.93728], [-1.04913, -1.28402, 0.22526], [-1.95186, -0.40716, -0.52707], [-2.67407, 0.57154, -0.78271], [2.00015, 1.20415, -1.17396], [-0.20288, 1.95100, -0.32199], [1.00848, 2.46661, 0.41439], [-0.21910, -0.28174, 1.94108], [0.70735, -1.50018, 1.02843], [-0.67186, -2.00305, -0.42399], [-1.45231, -1.91457, 0.96438], [-3.12541, 1.37268, -1.41138]], "gap_ev": 9.64, "e_above_lowest_kj_mol": 433.9, "lumo_ha": 0.0327, "max_force_ha_per_bohr": 0.075, "homo_energy_ha": -0.32142, "smiles": "[H]/N=C\\N(N)CCC#C", "energy_ha": -360.0320}



[4]
{"formula": "C5H9N3", "method": "ωB97M-V/def2-TZVPD", "symbols": ["C", "C", "C", "C", "C", "H", "H", "H", "H", "H", "H", "H", "H", "H", "N", "N", "N"], "coordinates": [[0.66701, 1.20662, 0.19631], [-0.60329, 0.26858, -0.03136], [-0.63032, 0.18816, -1.40758], [0.05146, -1.15165, -0.15684], [0.47602, -1.25176, 1.15485], [0.87248, 1.17796, 1.33141], [0.29612, 2.15147, -0.13437], [1.73904, 0.85002, -0.30983], [-1.47354, -0.36560, -1.92669], [-0.27193, 1.12905, -2.07430], [1.22572, -0.01922, -1.41889], [-0.95555, -1.77035, -0.27029], [1.43560, -1.85824, 1.47964], [-1.89576, 0.79547, 1.83647], [0.55171, -0.76654, -1.53437], [-0.27671, -0.59619, 2.02714], [-1.20807, 0.01221, 1.23869]], "gap_ev": 9.13, "e_above_lowest_kj_mol": 728.9, "lumo_ha": 0.0287, "max_force_ha_per_bohr": 0.186, "homo_energy_ha": -0.30693, "energy_ha": -359.9197}



[5]
{"formula": "C5H9N3", "method": "ωB97M-V/def2-TZVPD", "symbols": ["C", "C", "C", "C", "C", "H", "H", "H", "H", "H", "H", "H", "H", "H", "N", "N", "N"], "coordinates": [[-2.44459, 0.44368, 0.00317], [-1.82843, -0.91123, 0.06397], [0.77631, 0.67684, -0.05899], [1.65201, -0.23912, 0.75630], [3.00655, -0.18363, -0.04060], [-3.53173, 0.86127, -0.34203], [-2.28336, 0.61740, 1.16310], [-1.47635, 0.91233, -0.64525], [-2.45189, -1.59529, 0.51058], [0.61992, -0.26565, -1.62449], [1.44639, 1.32171, -0.65924], [-0.01930, 1.48783, 0.19282], [1.31923, -1.31024, 0.63926], [1.85709, -0.18346, 2.07685], [-0.69994, -1.28285, -0.47704], [-0.15684, -0.01990, -1.08473], [4.21493, -0.32970, -0.47368]], "gap_ev": 9.95, "e_above_lowest_kj_mol": 680.8, "lumo_ha": 0.0171, "max_force_ha_per_bohr": 0.222, "homo_energy_ha": -0.34865, "energy_ha": -359.9380}



[6]
{"formula": "C5H9N3O", "method": "ωB97M-V/def2-TZVPD", "symbols": ["H", "N", "C", "C", "N", "O", "C", "C", "C", "N", "H", "H", "H", "H", "H", "H", "H", "H"], "coordinates": [[1.48187, -2.43963, 0.56544], [1.60252, -1.42639, 0.69712], [0.68491, -0.79592, 0.05317], [-0.55920, -1.62200, -0.59948], [-1.76572, -1.50546, 0.02948], [-0.31231, -2.53136, -1.37471], [0.60680, 0.62950, -0.20282], [1.61523, 1.24969, -1.11833], [-0.51048, 1.26382, 0.24721], [-1.09133, 1.15903, 1.48571], [-2.48874, -2.18438, -0.16381], [-1.89302, -0.81003, 0.75788], [1.60864, 2.34215, -1.03597], [2.63052, 0.92272, -0.87664], [1.39031, 1.00641, -2.16202], [-0.89124, 2.12200, -0.30559], [-1.55748, 1.99370, 1.83588], [-0.55128, 0.62616, 2.16746]], "gap_ev": 8.50, "e_above_lowest_kj_mol": 195.1, "lumo_ha": 0.0206, "max_force_ha_per_bohr": 0.053, "homo_energy_ha": -0.29179, "smiles": "[H]/N=C(C(N)=O)/C(C)=C\\N", "energy_ha": -435.3834}